Record 1
{
  "formula": "C27H35N3O6",
  "method": "ωB97M-V with the def2-TZVPD basis set",
  "symbols": ["C", "O", "C", "C", "C", "C", "O", "N", "C", "C", "C", "N", "C", "O", "C", "C", "C", "C", "C", "C", "C", "C", "C", "N", "C", "C", "O", "C", "C", "C", "C", "O", "C", "C", "O", "C", "H", "H", "H", "H", "H", "H", "H", "H", "H", "H", "H", "H", "H", "H", "H", "H", "H", "H", "H", "H", "H", "H", "H", "H", "H", "H", "H", "H", "H", "H", "H", "H", "H", "H", "H"],
  "xyz": [[-3.581, 3.295, -3.918], [-2.501, 4.179, -4.092], [-1.740, 4.488, -3.007], [-1.912, 3.946, -1.745], [-1.059, 4.313, -0.714], [-1.297, 3.770, 0.658], [-2.358, 3.945, 1.232], [-0.257, 3.122, 1.242], [0.905, 2.618, 0.551], [0.850, 1.090, 0.466], [0.734, 0.489, 1.870], [0.646, -0.952, 1.800], [1.595, -1.764, 2.277], [2.634, -1.394, 2.788], [1.300, -3.266, 2.090], [1.351, -3.634, 0.593], [1.197, -5.119, 0.423], [2.274, -5.970, 0.633], [2.122, -7.340, 0.527], [0.889, -7.898, 0.215], [0.729, -9.382, 0.078], [-0.187, -7.045, 0.006], [-0.036, -5.674, 0.107], [0.051, -3.697, 2.707], [-1.200, -3.443, 2.276], [-2.263, -4.219, 3.021], [-1.468, -2.657, 1.382], [-0.497, 1.072, 2.567], [-0.412, 2.597, 2.583], [-0.065, 5.254, -0.937], [0.106, 5.831, -2.192], [1.061, 6.788, -2.441], [1.884, 7.212, -1.384], [-0.720, 5.433, -3.252], [-0.690, 5.879, -4.539], [0.406, 6.611, -5.034], [-4.298, 3.675, -3.184], [-3.242, 2.299, -3.612], [-4.062, 3.227, -4.892], [-2.696, 3.236, -1.539], [0.950, 3.044, -0.451], [1.802, 2.919, 1.106], [1.749, 0.717, -0.026], [-0.018, 0.792, -0.125], [1.638, 0.719, 2.445], [-0.207, -1.361, 1.421], [2.103, -3.799, 2.608], [2.313, -3.300, 0.200], [0.553, -3.112, 0.065], [3.242, -5.555, 0.876], [2.973, -7.987, 0.689], [0.888, -9.678, -0.960], [1.454, -9.910, 0.693], [-0.273, -9.693, 0.365], [-1.154, -7.459, -0.242], [-0.884, -5.027, -0.065], [0.146, -4.373, 3.448], [-2.187, -4.034, 4.090], [-2.136, -5.284, 2.839], [-3.244, -3.910, 2.671], [-0.564, 0.696, 3.589], [-1.395, 0.764, 2.027], [-1.323, 3.029, 3.000], [0.449, 2.915, 3.182], [0.558, 5.552, -0.110], [2.535, 7.972, -1.814], [1.302, 7.655, -0.570], [2.497, 6.394, -0.992], [1.352, 6.092, -4.861], [0.459, 7.611, -4.599], [0.229, 6.691, -6.107]],
  "atomic_forces_ev_per_a": [[-0.18, -0.16, 0.05], [0.34, 0.25, 0.15], [0.16, 0.13, -0.14], [0.01, -0.07, 0.05], [-0.07, 0.32, -0.31], [0.08, 0.11, 0.01], [-0.32, -0.01, -0.05], [0.14, 0.05, 0.18], [0.15, -0.30, -0.43], [0.22, 0.20, 0.33], [-0.04, 0.08, -0.09], [-0.35, 0.33, -0.17], [-0.15, -0.55, 0.02], [0.45, 0.07, 0.17], [0.12, 0.31, -0.29], [-0.01, -0.14, 0.19], [0.03, 0.09, -0.11], [-0.07, 0.06, -0.04], [-0.04, -0.04, 0.01], [-0.02, 0.01, 0.05], [0.02, 0.00, -0.09], [0.05, -0.06, 0.02], [0.06, 0.03, -0.01], [0.31, -0.10, 0.28], [-0.18, -0.32, 0.48], [-0.13, 0.11, -0.17], [-0.18, 0.10, -0.40], [0.34, 0.17, 0.01], [-0.39, -0.06, 0.27], [-0.08, -0.05, 0.07], [0.06, 0.05, -0.10], [-0.46, -0.28, -0.20], [0.14, 0.08, 0.17], [-0.11, -0.06, -0.23], [-0.24, -0.13, 0.47], [0.33, 0.28, -0.29], [0.03, -0.02, -0.02], [-0.01, 0.05, 0.00], [0.00, -0.03, 0.09], [-0.13, -0.06, -0.02], [0.09, -0.04, 0.18], [0.01, 0.03, -0.08], [0.02, -0.05, -0.03], [-0.04, -0.02, -0.08], [-0.13, 0.02, -0.07], [0.16, -0.07, 0.08], [-0.14, 0.16, -0.05], [-0.01, 0.05, -0.01], [0.10, 0.02, -0.02], [0.13, 0.05, 0.03], [0.08, -0.08, 0.02], [0.00, -0.11, -0.03], [0.01, -0.09, 0.03], [-0.04, -0.08, 0.02], [-0.10, -0.05, -0.02], [-0.10, 0.11, -0.03], [-0.07, 0.05, -0.07], [0.00, -0.02, 0.10], [0.01, -0.10, 0.01], [0.02, 0.02, 0.00], [-0.02, -0.05, 0.02], [-0.09, -0.02, 0.00], [0.20, -0.03, 0.01], [-0.03, 0.00, 0.00], [0.12, 0.04, 0.06], [-0.01, -0.05, 0.09], [0.03, -0.03, -0.02], [-0.04, 0.03, 0.00], [-0.06, 0.03, -0.02], [0.01, -0.11, -0.07], [0.04, -0.01, 0.06]],
  "charge": 0,
  "e_tot_ha": -1665.59957,
  "e_above_lowest_kcal_mol": 5.01,
  "e_homo_ev": -7.9,
  "smiles": "COc1cc(C(=O)N2CCC(NC(=O)[C@H](Cc3ccc(C)cc3)NC(C)=O)CC2)cc(OC)c1OC"
}

Record 2
{
  "formula": "C27H35N3PdS",
  "method": "ωB97M-V with the def2-TZVPD basis set",
  "symbols": ["Pd", "C", "C", "C", "C", "C", "C", "C", "C", "C", "C", "C", "C", "H", "H", "H", "H", "H", "H", "H", "H", "H", "H", "H", "H", "H", "H", "H", "H", "H", "H", "C", "C", "C", "C", "C", "C", "C", "C", "N", "H", "H", "H", "H", "H", "H", "H", "H", "H", "N", "C", "S", "N", "C", "C", "C", "C", "C", "C", "H", "H", "H", "H", "H", "H", "H", "H"],
  "xyz": [[-0.767, -0.896, 0.161], [-1.053, -2.808, 2.662], [-1.923, -1.787, 1.956], [-2.166, -0.520, 2.526], [-1.298, -0.033, 3.662], [-3.200, 0.285, 2.032], [-3.528, 1.583, 2.730], [-3.920, -0.099, 0.891], [-4.925, 0.848, 0.280], [-3.648, -1.327, 0.283], [-4.437, -1.804, -0.911], [-2.649, -2.176, 0.803], [-2.475, -3.568, 0.242], [-0.140, -3.032, 2.108], [-1.604, -3.741, 2.786], [-0.763, -2.468, 3.652], [-1.697, -0.321, 4.639], [-1.206, 1.051, 3.649], [-0.290, -0.434, 3.576], [-2.973, 2.425, 2.306], [-3.290, 1.536, 3.790], [-4.588, 1.815, 2.651], [-4.911, 0.785, -0.806], [-4.701, 1.881, 0.536], [-5.947, 0.642, 0.609], [-3.826, -1.796, -1.818], [-5.314, -1.192, -1.095], [-4.779, -2.828, -0.760], [-3.202, -4.261, 0.679], [-1.479, -3.957, 0.445], [-2.611, -3.580, -0.837], [-0.665, 2.125, -0.106], [0.828, 2.180, 0.039], [1.484, 3.386, -0.128], [2.854, 3.509, 0.081], [3.585, 2.404, 0.515], [2.982, 1.177, 0.688], [3.758, 0.008, 1.212], [1.583, 1.002, 0.378], [1.103, -0.231, 0.366], [-1.080, 3.135, -0.104], [-1.123, 1.560, 0.713], [-0.981, 1.630, -1.030], [0.907, 4.264, -0.400], [3.341, 4.466, -0.054], [4.642, 2.508, 0.728], [4.797, 0.284, 1.389], [3.724, -0.830, 0.515], [3.322, -0.355, 2.144], [0.500, 1.012, -3.080], [0.483, -0.266, -2.649], [-0.981, -1.072, -2.360], [1.647, -0.897, -2.441], [2.983, -0.529, -2.689], [3.953, -1.311, -2.060], [5.297, -1.044, -2.235], [5.702, 0.005, -3.050], [4.742, 0.760, -3.699], [3.387, 0.502, -3.531], [-0.408, 1.448, -3.099], [1.271, 1.602, -2.797], [1.529, -1.733, -1.884], [3.640, -2.126, -1.419], [6.030, -1.657, -1.728], [6.753, 0.220, -3.185], [5.040, 1.565, -4.358], [2.678, 1.077, -4.106]],
  "atomic_forces_ev_per_a": [[0.42, 0.09, -0.10], [0.05, 0.02, -0.02], [-0.14, -0.11, 0.04], [0.02, 0.06, -0.03], [0.01, 0.00, 0.00], [0.02, 0.00, 0.01], [-0.02, -0.02, 0.00], [0.02, -0.03, -0.04], [0.01, -0.01, 0.02], [-0.04, 0.02, 0.01], [0.01, 0.00, 0.02], [-0.17, -0.10, 0.12], [0.04, -0.01, -0.02], [-0.02, 0.00, 0.01], [0.00, -0.01, 0.00], [0.00, 0.00, 0.00], [0.00, 0.01, 0.01], [0.00, -0.01, 0.00], [0.00, 0.00, 0.00], [0.01, 0.02, -0.01], [0.00, 0.00, 0.00], [0.00, 0.01, 0.00], [0.00, 0.00, -0.02], [0.00, 0.01, 0.00], [-0.01, 0.00, 0.00], [0.01, 0.01, 0.00], [-0.01, 0.00, 0.00], [0.00, -0.01, -0.01], [-0.01, 0.00, 0.00], [-0.03, 0.00, 0.00], [0.01, 0.00, 0.00], [-0.04, 0.02, -0.02], [-0.10, 0.09, 0.02], [-0.03, 0.05, 0.03], [0.02, -0.03, 0.00], [-0.02, 0.02, -0.01], [0.05, -0.01, 0.00], [-0.02, -0.05, -0.05], [0.11, 0.06, -0.16], [-0.22, -0.23, 0.18], [-0.01, 0.02, -0.01], [0.03, 0.07, -0.04], [-0.03, -0.02, 0.12], [0.00, 0.01, 0.00], [0.01, 0.01, -0.01], [0.02, 0.00, 0.00], [0.03, 0.00, 0.00], [0.01, 0.04, 0.05], [-0.01, 0.01, 0.02], [-0.08, -0.09, -0.02], [0.05, 0.18, 0.07], [-0.02, 0.03, -0.04], [-0.04, -0.18, -0.10], [0.03, 0.04, 0.13], [0.01, 0.03, 0.02], [-0.01, 0.01, -0.02], [-0.02, 0.00, 0.01], [0.00, 0.00, 0.01], [0.02, 0.00, -0.11], [0.07, -0.01, -0.02], [0.02, 0.00, -0.01], [0.00, 0.04, -0.09], [-0.01, 0.00, 0.00], [0.02, -0.01, 0.01], [0.02, 0.00, 0.00], [0.01, 0.01, -0.01], [-0.02, -0.02, 0.03]],
  "charge": 0,
  "s_squared": 2.06,
  "spin_multiplicity": 3,
  "e_tot_ha": -1740.15702,
  "e_above_lowest_kcal_mol": 0.00,
  "e_homo_ev": [-6.5, -7.0]
}

Record 3
{
  "formula": "C27H35N4O2",
  "method": "ωB97M-V with the def2-TZVPD basis set",
  "symbols": ["C", "N", "C", "O", "C", "C", "C", "C", "C", "C", "C", "C", "N", "C", "C", "C", "C", "C", "C", "C", "C", "N", "C", "C", "C", "C", "C", "H", "H", "H", "H", "H", "H", "H", "H", "H", "H", "H", "H", "H", "H", "H", "H", "H", "H", "H", "H", "H", "H", "H", "H", "C", "C", "C", "C", "O", "N", "H", "H", "H", "H", "H", "H", "H", "H", "H", "H", "H"],
  "xyz": [[-1.893, 4.440, 2.753], [-1.735, 3.016, 2.882], [-2.812, 2.172, 2.920], [-3.989, 2.525, 2.942], [-2.271, 0.731, 2.928], [-2.910, -0.139, 1.838], [-4.399, -0.347, 2.052], [-5.291, -0.090, 1.004], [-6.664, -0.236, 1.200], [-7.154, -0.666, 2.439], [-6.261, -0.944, 3.481], [-4.885, -0.810, 3.281], [-0.814, 0.957, 2.803], [0.078, -0.057, 2.912], [1.454, 0.083, 2.697], [2.465, -0.835, 3.081], [3.872, -0.604, 2.773], [4.788, -1.655, 3.029], [6.149, -1.508, 2.774], [6.660, -0.261, 2.384], [8.087, -0.052, 2.320], [9.248, 0.110, 2.304], [5.776, 0.794, 2.106], [4.397, 0.621, 2.252], [-0.452, 2.377, 2.652], [0.034, 2.644, 1.217], [0.550, 2.888, 3.704], [-2.953, 4.690, 2.832], [-1.336, 4.959, 3.536], [-1.510, 4.794, 1.791], [-2.465, 0.294, 3.931], [-2.741, 0.358, 0.864], [-2.395, -1.115, 1.842], [-4.881, 0.239, 0.045], [-7.349, -0.011, 0.377], [-8.234, -0.775, 2.593], [-6.637, -1.273, 4.456], [-4.178, -1.059, 4.080], [-0.382, -1.009, 3.220], [1.774, 1.014, 2.212], [2.296, -1.507, 3.927], [4.423, -2.611, 3.416], [6.830, -2.347, 2.909], [6.172, 1.759, 1.778], [3.730, 1.444, 1.977], [-0.798, 2.458, 0.520], [0.365, 3.688, 1.133], [0.855, 1.976, 0.945], [0.039, 2.964, 4.674], [1.410, 2.229, 3.827], [0.907, 3.883, 3.403], [3.702, -5.580, 2.109], [2.205, -5.267, 2.103], [1.820, -3.988, 2.856], [0.434, -4.077, 3.463], [0.216, -2.865, 4.159], [1.976, -2.713, 2.123], [3.852, -6.631, 1.833], [4.293, -4.983, 1.406], [4.102, -5.435, 3.117], [1.775, -5.269, 1.089], [1.715, -6.093, 2.643], [2.537, -3.882, 3.671], [-0.337, -4.220, 2.696], [0.420, -4.917, 4.167], [-0.608, -2.924, 4.670], [2.634, -2.792, 1.355], [1.088, -2.313, 1.806]],
  "atomic_forces_ev_per_a": [[0.15, 0.52, -0.02], [-0.57, -0.62, -0.20], [-1.09, 0.65, 0.01], [1.76, -0.75, 0.01], [-0.20, 0.35, 0.79], [0.20, 0.06, -0.16], [-0.12, -0.14, -0.01], [0.18, 0.04, 0.38], [-0.03, -0.14, 0.04], [0.16, 0.15, -0.02], [0.04, -0.10, -0.09], [-0.20, 0.12, -0.27], [0.89, -1.66, 0.14], [-0.81, 1.26, 0.36], [0.38, -0.01, -0.08], [-1.23, 0.13, 0.65], [1.56, 0.39, -0.43], [-0.05, 0.36, -0.23], [-0.09, 0.13, 0.18], [-0.50, 0.03, 0.03], [2.48, 0.28, -0.14], [-2.80, -0.38, 0.01], [-0.24, -0.04, 0.04], [-0.15, -0.80, 0.26], [0.25, 0.51, -0.26], [-0.26, 0.05, -0.08], [-0.19, -0.12, 0.22], [0.17, -0.15, 0.01], [-0.12, 0.00, 0.04], [-0.16, -0.04, 0.02], [0.01, 0.25, -0.53], [-0.02, -0.37, 0.31], [-0.06, 0.26, -0.16], [-0.29, -0.04, 0.28], [0.22, -0.12, 0.36], [0.50, 0.06, -0.05], [0.13, 0.10, -0.43], [-0.36, 0.12, -0.17], [0.47, 0.40, -0.20], [-0.05, -0.83, 0.19], [-0.07, 0.48, -0.26], [0.10, 0.36, -0.17], [-0.16, 0.24, 0.11], [-0.14, -0.37, 0.11], [0.32, -0.30, 0.24], [0.30, 0.13, 0.15], [-0.06, -0.36, -0.13], [-0.12, 0.29, -0.05], [0.19, 0.01, -0.27], [-0.10, 0.20, -0.06], [-0.11, -0.29, 0.15], [0.00, -0.10, -0.22], [-0.37, -0.22, 0.02], [0.44, 0.24, 0.05], [0.20, -0.20, 0.12], [-0.61, 0.42, 0.44], [-0.57, 0.02, -0.80], [0.05, 0.26, 0.06], [-0.15, 0.06, 0.12], [0.05, -0.07, -0.11], [0.17, 0.04, 0.25], [0.03, 0.21, -0.20], [-0.08, -0.23, 0.44], [0.09, -0.13, -0.06], [-0.06, 0.00, -0.24], [0.39, -0.09, -0.15], [-0.15, -0.02, -0.17], [0.46, -0.49, -0.17]],
  "charge": 1,
  "e_tot_ha": -1419.08691,
  "e_above_lowest_kcal_mol": 4.56,
  "e_homo_ev": -11.2
}

Record 4
{
  "formula": "C27H35N6O3Pd",
  "method": "ωB97M-V with the def2-TZVPD basis set",
  "symbols": ["Pd", "C", "C", "C", "C", "N", "C", "C", "C", "C", "C", "C", "N", "C", "C", "C", "C", "C", "N", "H", "H", "H", "H", "H", "H", "H", "H", "H", "H", "H", "C", "N", "C", "C", "O", "H", "H", "H", "H", "H", "H", "H", "N", "C", "N", "C", "C", "O", "C", "C", "H", "H", "H", "H", "H", "H", "H", "H", "C", "C", "C", "C", "O", "H", "H", "H", "H", "H", "H", "H", "H", "H"],
  "xyz": [[0.343, 1.329, 0.393], [0.437, -2.592, 2.176], [0.721, -2.313, 3.537], [0.899, -0.991, 3.933], [0.778, 0.043, 2.971], [0.379, -0.249, 1.696], [0.338, -1.534, 1.316], [0.499, 1.450, 3.341], [0.261, 1.918, 4.619], [-0.737, 2.842, 4.761], [-1.574, 3.177, 3.681], [-1.273, 2.723, 2.415], [-0.065, 2.056, 2.280], [-2.143, 2.311, 1.360], [-3.499, 2.712, 1.341], [-4.365, 2.031, 0.490], [-3.811, 0.948, -0.295], [-2.451, 0.669, -0.259], [-1.629, 1.395, 0.493], [0.313, -3.607, 1.779], [0.830, -3.077, 4.310], [1.007, -0.654, 4.961], [0.049, -1.694, 0.289], [0.909, 1.623, 5.433], [-0.955, 3.238, 5.730], [-2.483, 3.764, 3.780], [-3.815, 3.480, 2.086], [-5.362, 2.375, 0.301], [-4.428, 0.382, -0.941], [-1.994, -0.102, -0.890], [5.050, 3.333, 0.693], [4.345, 2.048, 0.592], [5.038, 0.844, 0.985], [3.057, 2.029, 0.195], [2.400, 0.955, -0.043], [5.089, 3.708, 1.703], [4.552, 4.149, 0.112], [6.084, 3.263, 0.211], [5.985, 0.725, 0.477], [4.425, -0.020, 0.753], [5.319, 0.920, 2.017], [2.683, 3.044, -0.047], [-1.470, -2.339, -1.788], [-1.502, -3.459, -2.155], [-1.471, -4.729, -2.521], [-2.577, -5.646, -2.291], [-2.086, -6.770, -1.357], [-0.850, -7.310, -1.821], [-0.429, -6.882, -3.180], [-0.291, -5.363, -3.180], [-3.037, -5.950, -3.210], [-3.328, -5.106, -1.729], [-2.806, -7.557, -1.242], [-1.864, -6.377, -0.340], [-1.077, -7.394, -3.958], [0.579, -7.286, -3.249], [-0.193, -4.886, -4.179], [0.633, -5.235, -2.590], [0.703, 4.276, -2.747], [0.067, 3.031, -2.094], [-1.467, 3.100, -2.345], [0.769, 1.918, -2.803], [0.327, 3.008, -0.662], [0.331, 4.379, -3.805], [1.794, 4.282, -2.776], [0.344, 5.208, -2.293], [-1.528, 3.584, -3.353], [-1.949, 3.686, -1.593], [-1.782, 2.049, -2.357], [0.683, 2.198, -3.860], [0.419, 0.920, -2.729], [1.853, 2.001, -2.528]],
  "atomic_forces_ev_per_a": [[1.24, -1.83, -0.56], [0.63, -0.57, 1.54], [0.24, -0.05, -0.21], [-0.10, 0.88, -0.95], [-1.26, 0.04, 1.02], [1.65, -0.57, 0.03], [-1.01, 0.84, -0.87], [0.15, -2.74, -1.41], [0.90, 0.26, 0.35], [-1.49, 1.26, 0.24], [-0.30, 0.64, 1.55], [1.03, -2.19, -1.87], [0.87, 2.54, -0.18], [-1.01, 1.07, 0.97], [-0.19, -0.34, 0.26], [1.77, -0.72, -1.17], [-0.33, 1.71, 1.48], [0.00, -0.05, -0.47], [-0.95, 0.27, 0.42], [0.07, 0.47, 0.36], [-0.24, -0.01, -0.48], [0.27, -0.56, -0.10], [0.08, -0.17, -0.36], [-0.29, -0.18, 0.21], [-0.12, 0.25, 0.37], [0.21, 0.02, 0.50], [0.07, -0.68, -1.03], [-0.51, -0.18, 0.29], [-0.57, -0.49, -0.53], [-0.27, 0.07, 0.12], [0.89, 0.95, -1.69], [-2.33, 0.60, -0.79], [0.28, -0.43, -0.26], [2.75, 0.11, -0.29], [-0.89, 1.24, 1.10], [0.33, -0.28, 0.50], [0.05, -0.93, 0.31], [-1.36, -0.17, 0.96], [0.12, 0.23, -0.55], [-0.04, -0.05, 0.26], [-0.20, -0.13, 0.77], [-0.13, -0.56, 0.24], [-0.06, -1.46, -0.42], [0.43, 0.60, 0.43], [0.50, 0.26, -0.20], [-0.31, 0.25, 1.93], [0.94, 0.60, -0.35], [0.56, 0.47, -1.41], [-1.19, -1.25, 1.01], [0.23, 0.60, -0.27], [0.02, -0.44, -0.56], [-0.36, 0.16, -0.01], [-0.54, -0.41, -0.16], [-0.31, 0.05, -0.59], [0.60, 0.96, 0.78], [-0.14, -0.11, -0.28], [0.23, -0.64, 0.46], [-0.50, 0.65, -0.14], [-0.90, 1.64, -0.25], [1.43, 1.04, 0.01], [0.76, -0.81, -0.73], [1.40, 0.31, -0.46], [-0.76, 0.29, -1.64], [0.49, -0.46, 1.00], [-0.13, -0.19, 0.20], [0.22, -0.14, 0.24], [-0.35, -0.58, 0.96], [-0.51, 0.39, 0.32], [-0.47, 0.52, -0.13], [0.17, -0.35, 0.11], [-0.50, -1.07, 0.50], [-0.92, -0.43, -0.41]],
  "charge": 3,
  "s_squared": 6.04,
  "spin_multiplicity": 5,
  "e_tot_ha": -1730.72890,
  "e_above_lowest_kcal_mol": 37.03,
  "e_homo_ev": [-15.3, -15.3]
}